No. 1
{
  "formula": "C16H40N5O6P",
  "method": "ωB97M-V/def2-TZVPD",
  "species": ["C", "O", "C", "C", "N", "P", "C", "O", "H", "H", "H", "H", "H", "H", "H", "H", "H", "H", "H", "H", "C", "C", "O", "N", "C", "H", "H", "H", "H", "H", "H", "H", "C", "C", "O", "N", "C", "H", "H", "H", "H", "H", "H", "H", "C", "C", "O", "N", "C", "H", "H", "H", "H", "H", "H", "H", "C", "C", "O", "N", "C", "H", "H", "H", "H", "H", "H", "H"],
  "xyz": [[3.816, 1.116, 2.893], [3.525, 0.112, 1.933], [3.731, -1.199, 2.408], [2.387, -2.021, 2.270], [1.573, -1.414, 1.221], [4.971, -2.015, 1.255], [5.939, -3.255, 2.285], [6.180, -0.870, 0.916], [2.887, 1.674, 3.081], [4.191, 0.745, 3.858], [4.568, 1.798, 2.477], [4.076, -1.255, 3.452], [2.680, -3.025, 1.931], [1.850, -2.069, 3.223], [0.825, -0.852, 1.590], [1.151, -2.106, 0.616], [5.402, -4.198, 2.380], [6.146, -2.828, 3.276], [6.887, -3.369, 1.752], [5.975, -0.458, 0.085], [1.219, -1.901, -4.324], [1.439, -2.208, -2.866], [1.177, -3.305, -2.384], [1.944, -1.226, -2.082], [2.311, 0.125, -2.454], [0.817, -2.785, -4.813], [0.504, -1.081, -4.436], [2.165, -1.640, -4.803], [2.065, -1.505, -1.120], [3.370, 0.278, -2.231], [1.724, 0.829, -1.864], [2.135, 0.311, -3.507], [-2.176, 1.716, -4.975], [-1.681, 1.016, -3.735], [-0.540, 0.580, -3.646], [-2.548, 0.877, -2.703], [-3.930, 1.322, -2.619], [-1.372, 1.747, -5.705], [-3.018, 1.173, -5.406], [-2.474, 2.738, -4.740], [-2.150, 0.400, -1.910], [-4.025, 2.013, -1.778], [-4.570, 0.460, -2.441], [-4.250, 1.819, -3.528], [-7.172, 0.364, -5.597], [-7.559, 0.499, -4.146], [-6.839, 0.101, -3.243], [-8.752, 1.085, -3.863], [-9.737, 1.616, -4.787], [-6.201, -0.120, -5.658], [-7.900, -0.249, -6.129], [-7.101, 1.347, -6.064], [-8.944, 1.140, -2.876], [-9.890, 2.676, -4.577], [-10.683, 1.091, -4.642], [-9.421, 1.500, -5.818], [4.184, 0.544, 8.218], [3.237, 0.511, 7.046], [3.525, -0.041, 5.995], [2.033, 1.123, 7.189], [1.511, 1.825, 8.346], [5.095, 0.017, 7.950], [4.438, 1.574, 8.472], [3.737, 0.049, 9.081], [1.454, 1.061, 6.367], [0.588, 1.341, 8.672], [1.285, 2.856, 8.067], [2.220, 1.826, 9.166]],
  "lumo_energy_ev": 0.59,
  "e_tot_ha": -1700.2343,
  "orbital_gap_ev": 8.10,
  "e_above_lowest_ev": 0.0000,
  "homo_energy_ev": -7.510,
  "spin_multiplicity": 1,
  "largest_force_ev_per_a": 1.9
}

***

No. 2
{
  "formula": "C16H40N5O8Zr",
  "method": "ωB97M-V/def2-TZVPD",
  "species": ["Zr", "O", "H", "O", "H", "C", "O", "H", "H", "H", "C", "O", "N", "C", "C", "H", "H", "H", "H", "H", "H", "H", "C", "O", "N", "C", "C", "H", "H", "H", "H", "H", "H", "H", "C", "O", "N", "C", "C", "H", "H", "H", "H", "H", "H", "H", "C", "O", "N", "C", "C", "H", "H", "H", "H", "H", "H", "H", "C", "O", "N", "C", "C", "H", "H", "H", "H", "H", "H", "H"],
  "xyz": [[-0.108, -1.012, -0.031], [-1.287, -2.179, -1.300], [-1.811, -2.687, -1.949], [1.881, -1.085, -0.601], [2.793, -1.126, -0.251], [-2.557, -1.144, 2.648], [-1.609, -1.133, 1.624], [-3.417, -0.514, 2.422], [-2.961, -2.157, 2.664], [-2.192, -0.845, 3.630], [0.187, 0.203, -3.294], [0.058, 0.156, -2.042], [0.485, 1.314, -3.970], [0.674, 1.329, -5.427], [0.545, 2.622, -3.304], [0.151, -0.727, -3.882], [-0.205, 1.734, -5.929], [0.903, 0.418, -5.979], [1.421, 2.100, -5.615], [1.593, 2.871, -3.470], [0.054, 3.369, -3.927], [0.191, 2.711, -2.277], [-0.016, -4.187, 1.238], [0.391, -3.159, 0.694], [0.229, -5.454, 0.843], [-0.541, -6.580, 1.441], [1.123, -5.883, -0.200], [-0.679, -4.173, 2.118], [-1.367, -6.336, 2.108], [0.066, -7.222, 2.080], [-1.010, -7.196, 0.674], [0.756, -6.410, -1.080], [1.533, -5.039, -0.754], [1.983, -6.463, 0.138], [1.645, -0.820, 3.156], [1.159, -0.994, 2.074], [2.571, 0.119, 3.401], [3.043, 0.321, 4.758], [3.214, 0.828, 2.296], [1.353, -1.433, 4.022], [3.011, 1.403, 4.883], [4.091, 0.025, 4.814], [2.400, -0.027, 5.567], [2.654, 0.951, 1.370], [3.196, 1.889, 2.543], [4.199, 0.498, 1.967], [0.216, 2.260, 1.037], [0.204, 1.046, 0.768], [1.201, 3.037, 0.611], [1.409, 4.319, 1.246], [2.195, 2.688, -0.389], [-0.354, 2.775, 1.825], [0.690, 4.629, 2.004], [1.347, 5.020, 0.413], [2.416, 4.417, 1.651], [1.977, 1.705, -0.806], [2.199, 3.471, -1.147], [3.170, 2.629, 0.096], [-3.140, 0.610, -1.076], [-1.977, 0.460, -0.631], [-3.780, 1.741, -1.381], [-5.187, 1.782, -1.861], [-3.148, 3.093, -1.305], [-3.829, -0.241, -1.191], [-5.768, 2.320, -1.113], [-5.535, 0.756, -1.978], [-5.201, 2.339, -2.798], [-3.009, 3.424, -2.334], [-3.731, 3.766, -0.676], [-2.154, 3.076, -0.860]],
  "lumo_energy_ev": [0.67, 0.58],
  "e_tot_ha": -1556.3753,
  "orbital_gap_ev": [2.76, 7.47],
  "homo_energy_ev": [-2.093, -6.886],
  "spin_multiplicity": 2,
  "largest_force_ev_per_a": 3.9,
  "s_squared": 0.75
}

***

No. 3
{
  "formula": "C16H41AsN6O9P3SeV",
  "method": "ωB97M-V/def2-TZVPD",
  "species": ["V", "C", "C", "O", "P", "O", "O", "O", "P", "O", "O", "O", "H", "H", "H", "H", "H", "H", "H", "C", "N", "C", "C", "N", "C", "C", "Se", "H", "H", "H", "H", "H", "H", "H", "H", "N", "C", "C", "N", "C", "H", "H", "H", "H", "C", "P", "C", "C", "O", "H", "H", "H", "H", "H", "H", "H", "H", "H", "N", "N", "H", "H", "H", "H", "C", "As", "C", "C", "O", "H", "H", "H", "H", "H", "H", "H", "H", "H"],
  "xyz": [[-0.596, -0.114, -0.313], [-4.975, 2.314, 0.483], [-3.632, 2.635, -0.162], [-3.548, 4.007, -0.562], [-2.241, 2.431, 1.003], [-2.652, 1.423, 2.148], [-2.120, 3.828, 1.728], [-0.972, 1.979, 0.359], [-3.302, 1.468, -1.554], [-2.211, 2.252, -2.464], [-4.514, 1.145, -2.316], [-2.523, 0.330, -0.891], [-5.159, 2.956, 1.347], [-5.021, 1.269, 0.788], [-5.765, 2.468, -0.253], [-4.398, 4.277, -0.933], [-3.261, 1.780, 2.811], [-2.458, 4.554, 1.172], [-2.659, 2.782, -3.139], [1.054, 2.753, 2.668], [2.069, 1.709, 2.746], [3.379, 1.901, 3.130], [3.961, 0.684, 3.184], [2.998, -0.234, 2.821], [3.172, -1.677, 2.859], [1.840, 0.399, 2.544], [0.191, -0.431, 2.256], [1.518, 3.702, 2.927], [0.255, 2.535, 3.375], [0.642, 2.788, 1.665], [3.772, 2.877, 3.355], [4.958, 0.392, 3.462], [4.230, -1.905, 2.755], [2.607, -2.116, 2.041], [2.801, -2.080, 3.800], [-3.586, -3.120, 0.001], [-3.547, -2.845, 1.346], [-2.487, -2.015, 1.518], [-1.875, -1.789, 0.299], [-2.584, -2.456, -0.592], [-4.277, -3.682, -0.470], [-4.258, -3.252, 2.041], [-2.138, -1.572, 2.434], [-2.410, -2.446, -1.655], [2.874, 3.188, -0.849], [2.501, 1.486, -1.271], [3.886, 0.487, -0.725], [2.507, 1.421, -3.066], [1.204, 1.025, -0.670], [3.798, 3.504, -1.334], [2.992, 3.281, 0.228], [2.056, 3.828, -1.178], [4.810, 0.793, -1.215], [3.673, -0.557, -0.960], [3.999, 0.597, 0.354], [3.423, 1.873, -3.449], [1.656, 1.982, -3.453], [2.460, 0.390, -3.418], [-1.417, -0.875, -3.217], [-0.517, -0.024, -2.495], [-1.346, -0.679, -4.211], [-2.356, -0.608, -2.937], [-0.612, 0.952, -2.771], [0.422, -0.363, -2.663], [2.708, -3.645, -1.033], [0.851, -3.285, -0.722], [0.365, -4.082, 0.955], [-0.096, -4.167, -2.139], [0.698, -1.612, -0.814], [2.931, -4.684, -0.793], [3.307, -2.986, -0.408], [2.935, -3.460, -2.082], [1.014, -4.938, 1.136], [-0.671, -4.411, 0.913], [0.479, -3.338, 1.742], [0.458, -5.057, -2.435], [-0.179, -3.478, -2.977], [-1.089, -4.459, -1.804]],
  "lumo_energy_ev": [-4.48, -4.08],
  "charge": 2,
  "e_tot_ha": -8245.1624,
  "orbital_gap_ev": [8.61, 9.06],
  "e_above_lowest_ev": 0.8271,
  "homo_energy_ev": [-13.091, -13.147],
  "spin_multiplicity": 3,
  "largest_force_ev_per_a": 0.8,
  "s_squared": 2.01
}